(1)
DFT (the ωB97M-V functional and the def2-TZVPD basis) results for a structure of composition C6H8N2 in a non-equilibrium geometry.

Each line ends with the Löwdin charge.
Geometry (Å):
1 C -1.573 0.486 -1.415  -0.0605
2 N -0.704 0.030 -0.360  -0.1733
3 C 0.620 -0.410 -0.518  -0.3998
4 C 1.068 -0.276 0.886  -0.2302
5 C -1.307 -0.472 0.985  -0.0240
6 C -0.201 0.239 1.457  -0.0150
7 C 2.288 -0.390 1.395  0.1076
8 N 1.309 -0.633 -1.553  0.1584
9 H 0.780 -0.557 -2.420  0.0411
10 H -2.264 0.026 1.147  0.0696
11 H -0.205 0.977 2.254  0.1231
12 H -1.031 1.172 -2.081  0.0922
13 H -1.966 -0.355 -1.991  0.0868
14 H -2.422 1.021 -0.983  0.0833
15 H 3.112 -0.693 0.765  0.0732
16 H 2.496 -0.166 2.432  0.0675

gap between HOMO and LUMO (alpha / beta) = 7.22 / 7.22 eV
ΔE to the lowest compared entry with this formula, charge and spin = 116.9 kcal per mole
E_tot = -342.7476 Eh
multiplicity = 1
net charge = 0
strongest force on any atom = 0.0767 hartree/bohr

=====

(2)
DFT (the ωB97M-V functional and the def2-TZVPD basis) results for the molecule C6H8N2 in a non-equilibrium geometry.

Each line ends with the Löwdin charge.
Geometry (Å):
1 C 1.676 -0.106 -0.631  -0.2158
2 C 0.904 -1.129 -0.539  -0.0553
3 C -0.489 -1.332 0.222  -0.1980
4 C -1.717 -0.949 -0.364  -0.1645
5 N -1.313 -0.134 0.674  -0.0723
6 N -0.885 1.073 0.287  -0.0160
7 C 0.211 1.733 0.142  -0.1049
8 C 1.517 0.912 0.304  -0.2298
9 H 2.537 0.074 -1.266  0.1148
10 H 0.937 -2.164 -1.220  0.1585
11 H -0.447 -2.238 0.770  0.1076
12 H -1.622 -0.440 -1.394  0.1629
13 H -2.577 -1.271 0.068  0.0876
14 H 0.030 2.748 -0.370  0.1271
15 H 1.429 0.375 1.357  0.1542
16 H 2.481 1.581 0.525  0.1439

gap between HOMO and LUMO = 9.35 eV
ΔE to the lowest compared entry with this formula, charge and spin = 137.9 kcal per mole
SMILES = C1=C[C@@H]2CN2N=CC1
E_tot = -342.7143 Eh
multiplicity = 1
net charge = 0
strongest force on any atom = 0.1510 hartree/bohr

=====

(3)
DFT (the ωB97M-V functional and the def2-TZVPD basis) results for the molecule C6H8N2 in a non-equilibrium geometry.

Each line ends with the Löwdin charge.
Geometry (Å):
1 C -0.708 0.921 2.057  -0.0493
2 C -1.203 1.047 0.694  -0.2562
3 C -1.693 1.735 -0.320  0.0480
4 N -1.255 0.270 -0.634  -0.0604
5 N -0.075 0.210 -1.453  -0.0854
6 C 0.052 -1.071 -2.253  0.0757
7 C 0.725 -0.936 -1.139  -0.2872
8 C 1.777 -1.359 -0.209  -0.0343
9 H 0.317 0.523 1.786  0.0893
10 H -1.096 0.185 2.707  0.0575
11 H -0.564 1.863 2.642  0.0980
12 H -2.044 2.631 -0.882  0.1015
13 H -0.418 -1.614 -3.027  0.0785
14 H 2.614 -0.624 -0.080  0.1048
15 H 2.225 -2.249 -0.609  0.0747
16 H 1.346 -1.530 0.719  0.0447

gap between HOMO and LUMO = 8.31 eV
ΔE to the lowest compared entry with this formula, charge and spin = 176.3 kcal per mole
SMILES = CC1=CN1N1C=C1C
E_tot = -342.6529 Eh
multiplicity = 1
net charge = 0
strongest force on any atom = 0.0768 hartree/bohr

=====

(4)
DFT (the ωB97M-V functional and the def2-TZVPD basis) results for the molecule C6H8N2 in a non-equilibrium geometry.

Each line ends with the Löwdin charge.
Geometry (Å):
1 C -1.273 1.128 0.161  -0.0827
2 C -0.192 0.347 0.036  -0.1006
3 C 0.534 -0.668 0.676  -0.2660
4 C 1.476 -1.605 0.369  -0.0586
5 N 1.239 -2.300 1.565  -0.0326
6 N 0.399 -1.213 1.994  0.0213
7 C 0.009 1.032 -1.605  -0.0378
8 C -1.304 1.743 -1.203  -0.2191
9 H -1.952 1.263 0.988  0.0913
10 H 2.163 -1.838 -0.414  0.0964
11 H 1.993 -2.570 2.185  0.1149
12 H -0.517 -1.497 2.327  0.1196
13 H 0.889 1.654 -1.655  0.0798
14 H -0.041 0.285 -2.382  0.0777
15 H -2.160 1.409 -1.794  0.1003
16 H -1.261 2.830 -1.248  0.0961

gap between HOMO and LUMO = 8.81 eV
ΔE to the lowest compared entry with this formula, charge and spin = 102.0 kcal per mole
SMILES = C1=C(c2c[nH][nH]2)CC1
E_tot = -342.7715 Eh
multiplicity = 1
net charge = 0
strongest force on any atom = 0.0881 hartree/bohr

=====

(5)
DFT (the ωB97M-V functional and the def2-TZVPD basis) results for a structure of composition C6H8N2 in a non-equilibrium geometry.

Each line ends with the Löwdin charge.
Geometry (Å):
1 C 3.266 -0.456 0.126  0.0754
2 C 2.158 -0.123 -0.288  -0.0716
3 C 0.636 -0.220 -0.442  -0.2285
4 C -1.484 1.122 0.212  -0.2109
5 C -1.541 -0.240 -0.408  -0.1924
6 C -0.488 -0.908 0.342  -0.3606
7 H 4.309 -0.143 0.414  0.0522
8 H 0.627 -0.309 -1.463  0.0691
9 H 0.569 1.865 0.374  0.1401
10 H -1.275 1.127 1.339  0.1248
11 H -2.132 1.982 -0.107  0.1179
12 H -1.043 -0.095 -1.665  0.2228
13 H -1.766 -2.249 0.628  0.0703
14 H -0.334 -0.785 1.384  0.1447
15 N -0.096 1.253 -0.265  -0.0921
16 N -1.406 -1.819 -0.183  0.1388

gap between HOMO and LUMO = 9.76 eV
ΔE to the lowest compared entry with this formula, charge and spin = 213.3 kcal per mole
E_tot = -342.5941 Eh
multiplicity = 1
net charge = 0
strongest force on any atom = 0.1126 hartree/bohr

=====

(6)
DFT (the ωB97M-V functional and the def2-TZVPD basis) results for a structure of composition C6H8N2 in a non-equilibrium geometry.

Each line ends with the Löwdin charge.
Geometry (Å):
1 C 0.247 -1.327 1.392  -0.0374
2 C -0.250 -1.288 0.118  -0.1163
3 C -0.550 0.063 -0.735  -0.5845
4 C 0.010 1.108 0.258  -0.2226
5 C 1.185 1.017 -0.578  -0.1574
6 C -2.075 0.112 -0.860  -0.0138
7 H 0.046 -0.162 1.926  0.1145
8 H 0.495 -2.173 2.209  0.1120
9 H -0.351 -2.358 -0.403  0.1408
10 H -0.445 2.130 0.714  0.1789
11 H 0.338 0.486 1.258  0.0357
12 H 1.519 2.099 -0.697  0.1186
13 H 2.009 0.234 -0.148  0.1537
14 H 0.777 -0.513 -2.453  0.1613
15 N 0.330 0.314 -1.836  0.0424
16 N -3.285 0.256 -0.165  0.0742

gap between HOMO and LUMO = 9.65 eV
ΔE to the lowest compared entry with this formula, charge and spin = 224.1 kcal per mole
E_tot = -342.5769 Eh
multiplicity = 1
net charge = 0
strongest force on any atom = 0.2763 hartree/bohr

=====

(7)
DFT (the ωB97M-V functional and the def2-TZVPD basis) results for the molecule C6H8N2 in a non-equilibrium geometry.

Each line ends with the Löwdin charge.
Geometry (Å):
1 C 0.123 -0.450 -1.862  -0.0348
2 N 1.512 -0.180 -1.738  -0.0398
3 C 1.897 0.297 -0.531  -0.0663
4 C 0.736 0.152 0.268  -0.2997
5 C -0.375 -0.123 -0.605  -0.1863
6 C -1.609 0.015 0.208  -0.1472
7 C -1.099 -0.043 1.599  -0.1595
8 N 0.323 0.466 1.493  0.0058
9 H -0.467 -0.733 -2.794  0.1265
10 H 2.181 -0.108 -2.448  0.1127
11 H 2.914 0.518 -0.213  0.1059
12 H -2.381 -0.730 0.091  0.1091
13 H -2.149 0.926 -0.039  0.1161
14 H -1.563 0.628 2.302  0.1083
15 H -1.012 -1.041 1.977  0.1078
16 H 0.969 0.405 2.294  0.1414

gap between HOMO and LUMO = 7.84 eV
ΔE to the lowest compared entry with this formula, charge and spin = 30.0 kcal per mole
SMILES = c1[nH]cc2c1CCN2
E_tot = -342.8861 Eh
multiplicity = 1
net charge = 0
strongest force on any atom = 0.0819 hartree/bohr

=====

(8)
DFT (the ωB97M-V functional and the def2-TZVPD basis) results for a cluster of 2 separate species, C6H8N2O in total in a non-equilibrium geometry.

Each line ends with the Löwdin charge.
Geometry (Å):
1 H 3.514 1.538 0.164  0.0597
2 N 3.772 0.612 -0.261  0.0743
3 N 2.836 -0.148 -0.384  -0.0138
4 C 1.501 -0.096 0.132  -0.3212
5 C 0.606 -1.241 -0.231  -0.0490
6 C 1.499 0.941 0.901  -0.1700
7 O 1.884 1.944 1.334  0.1821
8 H -0.296 -1.065 0.253  0.0194
9 H 0.475 -1.193 -1.378  0.1157
10 H 1.038 -2.137 0.195  0.0809
11 C -1.976 0.339 -1.272  0.0162
12 C -2.445 0.291 -0.064  -0.1988
13 C -2.948 -0.166 0.994  -0.0092
14 H -0.865 0.484 -1.282  0.0610
15 H -2.435 0.732 -2.110  0.0368
16 H -3.191 -1.194 1.112  0.0690
17 H -2.970 0.358 1.899  0.0470

gap between HOMO and LUMO = 9.34 eV
ΔE to the lowest compared entry with this formula, charge and spin = 131.0 kcal per mole
SMILES = [H]/N=N\C(C)=C=O.C=C=C
E_tot = -417.9746 Eh
multiplicity = 1
net charge = 0
strongest force on any atom = 0.0678 hartree/bohr

=====

(9)
DFT (the ωB97M-V functional and the def2-TZVPD basis) results for a cluster of 2 separate species, C6H8N2O2 in total in a non-equilibrium geometry.

Each line ends with the Löwdin charge.
Geometry (Å):
1 C -1.504 -1.537 -1.331  -0.1127
2 N -1.476 -1.346 0.108  -0.0816
3 C -0.864 -0.121 0.546  -0.3420
4 C 0.605 -0.203 0.606  0.0574
5 C 1.819 -0.211 0.612  -0.0010
6 C 3.182 0.043 0.545  -0.2348
7 N 4.299 0.238 0.273  0.1623
8 C -1.431 0.342 1.889  -0.1919
9 O -2.421 -0.145 2.363  0.0841
10 H -2.046 -2.464 -1.558  0.0846
11 H -1.995 -0.703 -1.868  0.0832
12 H -0.481 -1.640 -1.719  0.0848
13 H -2.407 -1.404 0.513  0.1079
14 H -1.088 0.743 -0.126  0.1650
15 H -0.889 1.180 2.374  0.1359
16 O 2.094 2.270 -1.400  -0.0842
17 H 1.553 2.498 -0.638  0.0221
18 H 3.048 2.461 -1.191  0.0608

gap between HOMO and LUMO = 10.06 eV
ΔE to the lowest compared entry with this formula, charge and spin = 84.3 kcal per mole
SMILES = CN[C@H](C#CC#N)C=O.O
E_tot = -493.3126 Eh
multiplicity = 1
net charge = 0
strongest force on any atom = 0.0353 hartree/bohr

=====

(10)
DFT (the ωB97M-V functional and the def2-TZVPD basis) results for a structure of composition C6H8N2O2 in a non-equilibrium geometry.

Each line ends with the Löwdin charge.
Geometry (Å):
1 C 1.415 0.501 -1.704  -0.1202
2 C 0.129 1.088 -1.854  -0.4676
3 C 1.750 -0.353 -0.695  -0.1633
4 C -1.035 0.504 -0.949  -0.0542
5 C -1.009 -0.595 2.272  -0.1840
6 C -0.712 0.004 0.394  -0.2595
7 N -0.511 0.588 1.645  0.0904
8 N -1.133 -1.183 0.970  0.0648
9 O -0.155 1.853 -2.778  0.0055
10 O 3.000 -0.777 -0.549  0.0210
11 H 2.143 0.749 -2.482  0.1077
12 H -1.797 1.397 -0.869  0.1625
13 H -1.495 -0.191 -1.699  0.1442
14 H -0.295 -1.214 2.705  0.1060
15 H -1.947 -0.440 2.747  0.1220
16 H -0.719 1.631 1.924  0.2061
17 H 3.192 -1.361 0.103  0.0277
18 H -0.820 -2.202 0.821  0.1908

gap between HOMO and LUMO (alpha / beta) = 7.15 / 7.15 eV
ΔE to the lowest compared entry with this formula, charge and spin = 137.8 kcal per mole
E_tot = -493.2273 Eh
multiplicity = 1
net charge = 0
strongest force on any atom = 0.0969 hartree/bohr

=====

(11)
DFT (the ωB97M-V functional and the def2-TZVPD basis) results for the molecule C6H8N2O2 in a non-equilibrium geometry.

Each line ends with the Löwdin charge.
Geometry (Å):
1 C -2.288 -0.073 0.209  -0.1237
2 C -1.541 -1.167 0.355  -0.0567
3 C -0.208 1.343 -0.148  -0.0192
4 C 0.553 0.262 0.080  -0.2019
5 C -1.713 1.186 -0.278  -0.2088
6 C -0.044 -1.130 -0.004  -0.1203
7 N 2.797 -0.963 -0.053  -0.0662
8 N 1.983 0.423 0.183  -0.1818
9 O 4.001 -0.876 0.269  -0.0429
10 O 2.531 1.345 0.727  0.0539
11 H -3.249 0.042 0.567  0.0809
12 H -1.940 -2.125 0.785  0.1201
13 H 0.195 2.456 -0.046  0.1591
14 H -2.046 1.348 -1.376  0.1436
15 H -2.188 2.140 0.100  0.1232
16 H 0.604 -1.717 0.658  0.1173
17 H -0.027 -1.422 -0.965  0.0756
18 H 2.580 -1.070 -1.063  0.1477

gap between HOMO and LUMO (alpha / beta) = 9.30 / 7.51 eV
ΔE to the lowest compared entry with this formula, charge and spin = 172.5 kcal per mole
E_tot = -493.1719 Eh
multiplicity = 1
net charge = 0
strongest force on any atom = 0.0752 hartree/bohr

=====

(12)
DFT (the ωB97M-V functional and the def2-TZVPD basis) results for a structure of composition C6H8N2O2 in a non-equilibrium geometry.

Each line ends with the Löwdin charge.
Geometry (Å):
1 C -1.323 -1.727 0.034  -0.0245
2 C -0.237 -0.828 -0.487  -0.2199
3 N -0.498 0.531 -1.053  0.1354
4 C -1.489 1.165 -0.228  -0.4348
5 O -2.534 1.640 -0.566  0.1336
6 C -0.694 1.082 1.067  0.0182
7 C 0.328 0.342 0.209  -0.2718
8 C 1.783 0.690 0.220  -0.4778
9 N 2.495 0.372 -0.867  0.1525
10 H -1.800 -1.357 0.949  0.0817
11 H -2.098 -1.851 -0.734  0.0961
12 H -0.889 -2.713 0.248  0.0882
13 H 0.481 -1.342 -1.130  0.1421
14 H -0.350 2.073 1.388  0.1366
15 H -1.150 0.554 1.913  0.1229
16 O 2.400 0.697 1.297  0.0356
17 H 2.108 0.580 -1.779  0.1106
18 H 3.466 0.091 -0.481  0.1753

gap between HOMO and LUMO = 10.45 eV
ΔE to the lowest compared entry with this formula, charge and spin = 51.4 kcal per mole
E_tot = -493.3650 Eh
multiplicity = 1
net charge = 0
strongest force on any atom = 0.0782 hartree/bohr